Entry 1:
This record from OMol25 describes a 2-piece molecular cluster, C6H8FN overall. The level of theory is ωB97M-V/def2-TZVPD.

```
! RIJCOSX wB97M-V def2-TZVPD def2/J DEFGRID3
* xyz 0 3
F -2.8650 -2.2755 0.5484
N -2.0465 0.9926 -1.2030
C 0.0717 -0.0905 2.1545
C 1.3214 0.6029 0.0325
C 0.6391 0.2076 1.0544
C -2.4522 -1.1227 -0.0300
C -2.3370 -0.2435 -0.8291
C 2.1549 -0.1993 -0.8355
H -0.9698 -0.4002 2.4229
H 2.1046 -1.2478 -0.7054
H 2.0016 0.0174 -1.9037
H 3.2379 -0.1027 -0.6848
H 1.5687 1.6955 -0.0291
H -1.9010 1.0904 -2.1773
H -1.1530 1.3506 -0.8882
H 0.6245 -0.2748 3.0733
*
```

Calculated values
DFT total energy (eV): -10549.5000
LUMO (spin up / spin down) (eV): 0.745 / -2.334
Max |F| (hartree/bohr): 0.2058
Gap between HOMO and LUMO (spin up / spin down) (eV): 5.68 / 7.23

Entry 2:
This record from OMol25 describes C51H44BN12O3S2Ta as an isolated structure. The level of theory is ωB97M-V/def2-TZVPD.

```
! RIJCOSX wB97M-V def2-TZVPD def2/J DEFGRID3
* xyz 0 1
Ta 0.3058 -0.5148 0.5269
S 0.0389 -2.4519 -0.8506
S -2.4870 -3.9758 -1.6696
O -1.5778 1.4985 3.5867
O 0.0896 1.0905 -0.5462
O -0.6498 -1.4794 4.5499
N 2.9483 -1.8088 2.0398
N 1.4453 0.9784 2.0980
N 3.4038 -0.2222 0.1868
N 1.6789 -2.1149 1.6563
N -1.8303 -0.4762 -0.1475
N -0.7305 -0.9477 2.2401
N 2.6691 0.6034 2.5121
N -4.0026 5.3283 -2.2591
N -0.2814 4.2940 -1.5245
N -2.4719 -1.5933 -0.5595
N -3.7081 2.5566 3.1299
N 2.3049 -0.4065 -0.5708
C 0.5238 -5.2356 0.5978
C 4.5042 1.2793 4.0689
C -2.0668 4.4304 0.6678
C -0.0785 2.9423 2.5264
C 4.4329 0.1820 -0.5889
C 4.9558 -2.8321 3.2242
C 5.7877 0.4462 -0.0814
C -0.8717 -4.2043 2.2415
C 1.3700 0.9353 -3.7876
C -2.3905 -3.2303 -4.2661
C -2.6993 3.0449 0.7515
C -0.6641 5.3999 -0.6851
C -0.0244 3.4230 -0.3829
C -0.6608 -1.1318 3.4272
C -0.7007 2.1059 -0.2485
C 0.6678 0.8148 -4.9667
C 2.2205 2.4434 3.6371
C -1.9307 -5.0408 1.8576
C -4.0764 0.4063 0.0424
C 1.7593 -0.1871 -3.0620
C 2.6866 -3.9109 2.5665
C 3.1567 1.4358 3.4445
C 0.1192 4.4035 2.0007
C -1.6071 -4.0078 -3.2488
C -0.4968 5.4016 2.9092
C -3.1065 5.3578 -1.5174
C -2.5821 0.5940 0.0211
C 3.5864 -2.8521 2.6393
C -1.7199 -5.9639 0.8600
C -1.9762 1.8841 0.1716
C -2.6316 4.7214 2.0899
C -2.1760 5.4723 -0.4309
C -3.2178 -1.1464 -5.1090
C 0.5544 -0.4648 -5.5643
C -1.3556 2.5539 2.8039
C -1.7312 -2.5669 -0.9356
C 1.5678 -1.4520 -3.5918
C 1.5310 -3.4232 1.9415
C 1.1361 2.1335 2.7666
C 2.6054 -0.0761 -1.8342
C -1.8424 5.5775 2.9464
C -3.1018 -3.9071 -5.2412
C 0.9585 -1.5726 -4.8106
C -3.9409 -1.8296 -6.0856
C -0.4965 -6.0755 0.2384
C -2.6474 3.1902 2.3364
C -2.4534 -1.8441 -4.2078
C 0.3769 -4.3113 1.6169
C -0.5272 4.4655 0.6347
C -3.8828 -3.2117 -6.1399
C 3.9589 0.2334 -1.8772
B 3.4832 -0.4225 1.7095
H 4.6594 2.1121 4.7009
H -4.5876 2.4716 2.6528
H 0.1861 6.0455 3.5014
H 1.2162 4.6031 1.9642
H -4.4645 0.3913 -1.0079
H 4.5112 0.4180 -2.7790
H 6.3787 0.8717 -0.8683
H 0.9832 3.0803 -0.3099
H 0.3507 1.7233 -5.4822
H -3.6625 5.1109 1.9881
H -0.1635 6.3656 -0.8570
H 2.2795 3.3397 4.2195
H 2.8638 -4.8980 2.9584
H 5.2796 1.3000 3.3182
H 5.3281 -3.8511 3.3042
H -3.0932 -4.9831 -5.2314
H 6.2247 -0.4644 0.3328
H 4.6108 0.3628 4.6349
H -3.2468 -0.0425 -5.0968
H -0.3140 -6.8485 -0.5110
H 4.9782 -2.4057 4.2299
H -3.8612 2.9951 4.0308
H 5.7076 1.1649 0.7161
H -4.4375 -3.7701 -6.8807
H 1.6158 1.9030 -3.3781
H -2.0212 -1.3141 -3.3393
H -1.1043 -3.4420 2.9851
H 1.4582 -5.3713 0.0991
H -4.3698 -0.5464 0.4012
H 1.8253 -2.3058 -3.0250
H -0.6009 -3.5816 -3.0682
H -2.5305 -6.6808 0.6046
H -4.5880 1.2273 0.5393
H -2.8983 -4.9642 2.2631
H -1.5367 -5.0378 -3.6051
H -3.7446 3.0989 0.4020
H 0.8620 -2.5497 -5.1926
H 4.6458 -0.3259 2.0126
H -2.4541 6.4394 -0.0432
H 0.0543 -0.6180 -6.5141
H 5.6685 -2.3012 2.5982
H -2.5690 1.4663 3.6054
H -4.4939 -1.2875 -6.8314
H -2.3771 6.3632 3.4838
*
```

Calculated values
DFT total energy (eV): -101523.8984
LUMO (eV): -1.254
Max |F| (hartree/bohr): 0.0480
Gap between HOMO and LUMO (eV): 4.26

Entry 3:
This record from OMol25 describes C22H22F4N6O5Zn as an isolated structure. The level of theory is ωB97M-V/def2-TZVPD.

```
! RIJCOSX wB97M-V def2-TZVPD def2/J DEFGRID3
* xyz 0 1
Zn -0.2799 -0.4758 -0.1383
F -3.5322 -0.9780 -4.0802
F -6.1474 -2.9186 -0.6810
F -1.8444 -0.0363 -2.2474
F -4.4232 -2.1114 1.1515
O 4.4473 0.4163 4.5297
O 3.0290 0.0335 -5.6014
O 1.7397 -1.7742 -5.3815
O 0.3100 -2.7426 -3.4015
O -0.0982 -2.1668 -1.2685
N -0.9776 1.7889 1.3091
N -2.1186 -0.5466 0.4192
N 1.0585 0.2531 -1.5702
N 1.4433 -0.9860 1.1583
N 2.2463 0.4664 5.0490
N 2.3248 1.0278 -3.1574
C 1.8517 -0.1781 -3.6115
C 0.3552 -1.9675 -2.4402
C -2.9020 -0.7879 -1.8398
C 1.7303 -0.4112 2.3265
C 2.9641 -0.5198 2.9435
C -3.7739 -1.2563 -2.7909
C -5.0847 -2.2058 -1.0901
C 3.9549 -1.2509 2.3030
C -4.1962 -1.7583 -0.1318
C 3.6552 -1.8815 1.1098
C -3.0465 -1.0260 -0.4627
C 1.8256 1.2624 -1.9306
C 3.2973 0.1585 4.2422
C 2.3871 -1.7305 0.5748
C -1.6986 0.9975 2.3109
C 2.2586 -0.6487 -4.9635
C -2.5671 -0.1482 1.7364
C -4.8989 -1.9766 -2.4362
C 2.1521 2.4423 -1.0864
C 1.0597 -0.6547 -2.6117
C -1.9123 2.4525 0.3994
C -0.1679 2.8080 1.9687
H -2.3468 1.6453 2.9211
H 0.3384 3.4147 1.2162
H -0.9491 0.5861 2.9910
H 2.4525 0.8818 5.9415
H 1.3265 0.0954 4.8973
H 4.9347 -1.3134 2.7595
H -0.7793 3.4825 2.5867
H -2.5579 -0.9630 2.4681
H -1.3549 3.0229 -0.3449
H -3.6018 0.1984 1.6748
H 0.5902 2.3609 2.6108
H 1.1236 -2.1912 -4.6864
H 1.4814 2.4612 -0.2293
H 2.9428 1.6078 -3.7063
H 2.0999 -2.2219 -0.3457
H -2.5168 1.7131 -0.1181
H -5.5899 -2.3530 -3.1756
H -2.5731 3.1442 0.9436
H 3.1791 2.3785 -0.7214
H 4.3908 -2.4786 0.5899
H 0.9418 0.1839 2.7588
H 2.0471 3.3754 -1.6409
*
```

Calculated values
DFT total energy (eV): -101640.3496
LUMO (eV): -0.510
Max |F| (hartree/bohr): 0.0081
Gap between HOMO and LUMO (eV): 7.07

Entry 4:
This record from OMol25 describes C27H38N2O10SbZr as an isolated structure. The level of theory is ωB97M-V/def2-TZVPD.

```
! RIJCOSX wB97M-V def2-TZVPD def2/J DEFGRID3
* xyz 1 1
Sb -1.8082 -0.0225 -0.9401
Zr 0.8237 -0.0832 0.5985
O 1.5845 1.7130 0.5478
O 4.4035 -1.1606 3.0107
O -2.0959 0.5162 3.6079
O 1.2178 0.2551 -1.8169
O 2.4280 -0.7381 2.1842
O -0.6029 0.7070 1.9371
O 2.5682 0.3685 -3.5907
O 1.2147 -2.0372 -0.2472
O 2.0522 -4.0122 0.4258
O -1.5931 -4.7243 4.1714
N -0.0923 -1.7278 1.8705
N 3.2238 -0.3343 -0.2243
C -1.5158 -2.3823 3.6396
C -3.2357 -2.4307 0.2743
C 3.5262 -0.1204 -1.4895
C 5.5160 -0.7062 0.2554
C 2.2889 2.6386 2.6524
C 0.2937 -2.9917 1.6768
C -1.2901 0.0538 2.8420
C 4.1842 -0.6277 0.6338
C 1.2841 -3.0845 0.5280
C 5.8344 -0.4745 -1.0731
C -1.1203 -3.7100 3.4417
C 1.9166 2.9321 1.2037
C -3.0492 -0.0482 -3.8244
C 3.6268 -0.8471 2.0040
C 3.0932 3.5439 0.4491
C -2.1933 2.1141 -0.8982
C -1.6164 -2.0518 -3.1945
C -1.8400 -0.5477 -3.0423
C -3.6597 2.5231 -0.9456
C 2.3256 0.1842 -2.3119
C -3.5425 -0.9648 -0.0299
C 0.7035 3.8551 1.1439
C -0.1946 -4.0207 2.4372
C -0.9646 -1.4257 2.8245
C -1.3629 2.7900 -1.9886
C 4.8237 -0.1794 -1.9733
C -4.8431 -0.8336 -0.8165
H 5.3308 -1.2743 2.7652
H 0.1249 -5.0399 2.2718
H 5.0288 -0.0013 -3.0190
H 6.8621 -0.5282 -1.4046
H -3.6431 -0.4172 0.9128
H -5.6773 -1.1685 -0.1937
H -0.9529 -0.0234 -3.4108
H 3.9322 2.8415 0.4377
H -3.9555 -0.5750 -3.5318
H -0.2980 2.5694 -1.8684
H -0.1232 3.4136 1.7028
H -4.2328 2.0636 -0.1398
H 0.3995 3.9953 0.1051
H 3.1932 2.0260 2.7015
H -1.7761 2.3876 0.0728
H -2.3011 -2.5617 0.8186
H -1.4885 3.8749 -1.9359
H -3.1690 -3.0139 -0.6465
H 1.4706 2.1100 3.1414
H -2.8991 -0.2270 -4.8930
H 3.4251 4.4689 0.9224
H -4.0424 -2.8595 0.8757
H -1.4958 -2.3083 -4.2508
H 2.8039 3.7630 -0.5801
H -4.1250 2.2557 -1.8966
H -5.0494 0.1870 -1.1309
H 0.9344 4.8310 1.5726
H -3.7400 3.6074 -0.8304
H -2.2353 -2.0930 4.3954
H 1.7403 0.5611 -4.0597
H 2.4787 3.5640 3.1959
H -2.2165 -4.4152 4.8399
H -4.8248 -1.4689 -1.7024
H -1.6735 2.4734 -2.9884
H -0.7288 -2.3910 -2.6551
H -2.4740 -2.6155 -2.8200
H -3.2203 1.0213 -3.6861
H 6.3050 -0.9405 0.9589
*
```

Calculated values
DFT total energy (eV): -59890.7251
LUMO (eV): -3.896
Max |F| (hartree/bohr): 0.0158
Gap between HOMO and LUMO (eV): 7.30

Entry 5:
This record from OMol25 describes C7H11GdI2N2O5S as an isolated structure. The level of theory is ωB97M-V/def2-TZVPD.

```
! RIJCOSX wB97M-V def2-TZVPD def2/J DEFGRID3
* xyz -2 8
Gd 1.4541 -0.0963 0.8634
I 2.5107 -1.1328 -1.7546
I -0.0926 1.8515 2.8350
S 2.7876 -1.8817 2.8236
O 1.4493 -2.1472 3.4055
O 2.8181 -0.2857 2.4739
O 3.9391 -2.0640 3.6857
O 0.0874 -2.7463 0.6670
O 2.8512 -2.5104 1.4659
N -1.2403 0.2414 -1.6521
N -0.0977 2.0354 -1.3667
C -1.6952 -1.1331 -1.5889
C -0.9590 2.2715 -2.4300
C 0.9556 2.9480 -0.9689
C -1.5847 -1.2971 1.7440
C -0.3503 -1.7461 1.1205
C -1.6848 1.1484 -2.6000
C -0.2912 0.7918 -0.8401
H -2.2252 -1.3723 -2.5180
H 0.6223 3.9854 -1.0925
H 1.2215 2.7942 0.0859
H -0.9606 3.1968 -2.9700
H 1.8629 2.8189 -1.5798
H -2.4429 0.9019 -3.3182
H -1.3910 -1.1913 2.8199
H -0.8478 -1.8188 -1.4818
H -2.3862 -1.2818 -0.7518
H -1.8602 -0.3077 1.3695
H -2.4503 -1.9727 1.5537
*
```

Calculated values
DFT total energy (eV): -68525.7522
LUMO (spin up / spin down) (eV): 4.577 / 4.500
Max |F| (hartree/bohr): 0.0533
Gap between HOMO and LUMO (spin up / spin down) (eV): 3.31 / 6.57

Entry 6:
This record from OMol25 describes a 2-piece molecular cluster, C5H7N2 overall. The level of theory is ωB97M-V/def2-TZVPD.

```
! RIJCOSX wB97M-V def2-TZVPD def2/J DEFGRID3
* xyz 1 1
N -4.1063 0.2767 0.0562
N 1.6566 0.6928 -0.3598
C 0.4317 0.3812 0.4531
C -0.5318 -0.7083 0.0217
C -2.9405 0.2693 -0.0464
C -0.7235 1.3918 0.2244
C -1.6048 0.2942 0.0478
H -0.6945 -1.7961 1.5119
H 0.7163 0.2944 1.5006
H -5.0335 0.4323 -0.2770
H 2.1209 -0.1520 -0.7185
H -0.3682 -1.4022 -0.7830
H 2.3252 1.2208 0.2149
H 1.3800 1.2990 -1.1449
*
```

Calculated values
DFT total energy (eV): -8264.1726
LUMO (eV): -4.500
Max |F| (hartree/bohr): 0.0884
Gap between HOMO and LUMO (eV): 7.46

Entry 7:
This record from OMol25 describes C42H104F2N19O13P5RbS2 as an isolated structure. The level of theory is ωB97M-V/def2-TZVPD.

```
! RIJCOSX wB97M-V def2-TZVPD def2/J DEFGRID3
* xyz 1 1
Rb 5.9776 -4.0398 -10.0268
S 7.7616 -7.0902 -8.8809
S 5.4008 -7.7754 -8.7196
P 1.5356 -5.4509 -7.1185
P 10.4001 -13.3194 -6.5769
P 4.2684 -5.1540 -13.7466
P 3.5681 -12.6505 -10.7731
P 12.0603 -3.1744 -9.4740
F 3.9533 -7.0737 -8.9564
F 8.5067 -6.1429 -7.8615
O 3.2337 -13.8134 -11.6104
O 11.0500 -14.6102 -6.8740
O 11.1459 -2.1026 -9.0235
O 7.2366 -10.9696 -2.9759
O 7.7524 -9.4218 -4.3763
O 9.1446 -5.4426 -14.6695
O 5.4835 -8.4846 -9.9581
O 4.3232 -4.2229 -12.5874
O 2.8937 -5.4646 -6.5080
O 8.0815 -8.3997 -8.4568
O 11.1070 -5.0035 -15.4209
O 5.1612 -8.5757 -7.5633
O 8.2030 -6.6121 -10.1511
N 10.3454 -5.6386 -14.7223
N 11.6675 -4.6200 -8.7217
N 9.1891 -12.9833 -7.6576
N 2.5808 -11.3678 -11.2285
N 0.4112 -4.8637 -6.0343
N 1.0081 -6.9110 -7.6931
N 3.3089 -12.7777 -9.1394
N 6.1807 -6.4776 -8.4439
N 4.5024 -6.7660 -13.4079
N 5.3302 -4.8537 -6.4386
N 2.7964 -5.0675 -14.5158
N 13.6525 -2.8648 -9.1181
N 11.4562 -12.0356 -6.5012
N 9.6193 -13.2568 -5.0914
N 11.9950 -3.5243 -11.0897
N 1.3544 -4.4005 -8.4052
N 5.4580 -4.7925 -14.8425
N 5.1419 -12.1110 -10.8901
N 6.9802 -9.9751 -3.6160
C 8.2549 -11.8891 -7.5336
C 6.0115 -3.4362 -14.8235
C 2.3845 -10.2212 -10.3811
C 2.1568 -11.2608 -12.6255
C 12.7580 -8.0602 -13.2555
C 12.8783 -12.3052 -6.3159
C 1.2828 -2.9796 -8.1575
C 3.8558 -8.0673 -4.3389
C 5.5047 -11.0948 -11.8691
C 12.2246 -7.1039 -14.1001
C 10.9079 -6.7090 -13.9020
C 11.3121 -4.5864 -7.3116
C 0.5947 -5.1549 -4.6172
C 5.9246 -5.6853 -15.8996
C 11.9559 -8.6932 -12.3137
C 11.0999 -10.6478 -6.7261
C 5.1839 -8.4857 -4.3758
C 12.5729 -2.5530 -12.0251
C 2.2766 -6.0729 -15.4327
C 2.3225 -13.7199 -8.6548
C 6.2049 -13.0289 -10.4637
C 14.7188 -3.6181 -9.7696
C 1.8115 -4.7229 -9.7442
C 10.6131 -8.3572 -12.1812
C 4.8827 -9.7187 -2.3418
C -0.1747 -7.1417 -8.5170
C 9.2631 -13.5874 -8.9786
C 14.0060 -1.8129 -8.1686
C 1.8194 -4.1099 -13.9823
C 10.1094 -7.3235 -12.9539
C 3.5806 -9.2687 -2.2645
C 3.9639 -11.9956 -8.0962
C 1.7628 -8.1041 -7.2150
C 12.1317 -5.9291 -9.1541
C 10.8154 -4.2382 -11.5656
C 5.8499 -7.3157 -13.2095
C 10.5080 -13.1902 -3.9408
C 5.6596 -9.3669 -3.4371
C 3.0674 -8.4396 -3.2669
C -0.9679 -4.6452 -6.4348
C 8.4547 -14.1221 -4.8646
C 3.4356 -7.4996 -12.7489
H 1.7426 -10.4277 -9.5148
H 5.2958 -3.9073 -6.8129
H 13.0326 -6.2047 -8.5872
H 11.2161 -10.3667 -7.7817
H 1.8753 -5.5940 -16.3281
H 10.7387 -5.4801 -7.0608
H 2.1061 -5.7602 -9.8820
H -1.4211 -3.9346 -5.7411
H 1.6906 -8.1344 -6.1261
H 2.7852 -8.0214 -7.5544
H 12.9066 -3.0332 -12.9402
H 2.9582 -9.5695 -1.4342
H -0.7876 -7.9312 -8.0854
H 0.9154 -4.1262 -14.5900
H 13.3161 -11.5442 -5.6675
H 13.9428 -2.1563 -7.1358
H 2.7041 -14.2659 -7.7833
H 6.5879 -6.5693 -13.4973
H 5.3508 -5.5164 -16.8155
H 3.1933 -11.6653 -7.3902
H 9.8651 -14.4911 -8.9390
H 11.8023 -10.0082 -6.1866
H 15.0107 -1.4625 -8.4101
H 4.4567 -11.1070 -8.4782
H 3.1041 -6.7074 -15.7443
H 1.0884 -2.7357 -7.1128
H 11.8167 -1.7753 -12.1890
H 0.1619 -7.4069 -9.5235
H 1.9901 -14.4296 -9.4048
H 1.2828 -9.0121 -7.5719
H 2.6662 -4.0734 -9.9824
H 1.4606 -13.1695 -8.2476
H 1.6412 -5.0383 -4.3384
H 12.3949 -9.4986 -11.7377
H 3.4388 -7.3381 -11.6557
H 3.0239 -11.1244 -13.2871
H -1.5744 -5.5567 -6.3717
H 3.2727 -9.7450 -9.9522
H 9.0432 -7.1478 -12.8817
H 7.8121 -13.5703 -4.1773
H 6.2067 -3.1305 -13.7962
H 9.9391 -13.2955 -3.0129
H 2.0425 -8.0910 -3.2219
H 9.9200 -3.7324 -11.1903
H 1.5557 -4.3589 -12.9517
H 3.6390 -8.5716 -12.7992
H 5.9910 -7.5752 -12.1576
H 1.5827 -10.3408 -12.7291
H 5.3031 -11.5206 -12.8649
H 6.8706 -3.3768 -15.4827
H 5.9310 -13.4604 -9.5058
H 13.3804 -2.0123 -11.5334
H 0.4588 -2.4987 -8.6933
H 6.3844 -13.7094 -11.3053
H 14.5780 -4.6983 -9.7541
H 10.6257 -3.7579 -7.1320
H 5.2040 -10.4472 -1.6098
H 12.5288 -5.8814 -10.1711
H 1.0666 -4.4716 -10.5052
H 10.7663 -4.1223 -12.6482
H 1.9034 -9.3838 -10.8942
H 10.0120 -8.7697 -11.3823
H 11.2226 -14.0219 -3.9142
H 7.9479 -14.3717 -5.7928
H 12.2021 -4.5114 -6.6793
H 13.0618 -13.2955 -5.9075
H 8.6115 -10.9595 -7.9823
H 6.9762 -5.4830 -16.0992
H 9.5266 -12.8097 -9.7015
H 1.4697 -6.6440 -14.9658
H -0.7635 -6.2319 -8.5920
H 4.3185 -5.1771 -6.3344
H 10.8322 -5.2898 -11.2991
H 8.0487 -11.7133 -6.4733
H 5.8344 -6.7231 -15.5942
H 2.2217 -2.4657 -8.4040
H 11.3434 -6.6789 -9.0944
H 15.6816 -3.4151 -9.3045
H 8.2997 -13.9933 -9.3014
H 5.2560 -2.7153 -15.1635
H -1.0231 -4.2545 -7.4473
H 12.7894 -6.5459 -14.8338
H 7.2565 -12.1127 -7.9207
H 1.6069 -12.1269 -12.9827
H 10.0886 -10.4816 -6.3664
H 13.7999 -8.3441 -13.3150
H 2.2107 -3.0948 -14.0382
H 6.5794 -10.9122 -11.8619
H 5.7961 -4.7816 -5.5360
H 14.7902 -3.2963 -10.8112
H 8.7726 -15.0442 -4.3654
H 4.6471 -12.6702 -7.5697
H 2.4659 -7.1810 -13.1187
H 5.7867 -5.4828 -7.1457
H 13.3738 -0.9382 -8.3169
H 13.3822 -12.2806 -7.2898
H 3.5168 -7.4090 -5.1278
H 10.9865 -12.2144 -3.8789
H 5.8730 -8.1654 -5.1454
H 5.9577 -8.1946 -13.8488
H 0.2759 -6.1694 -4.3573
H 4.9640 -10.1574 -11.7716
H 7.1297 -12.4581 -10.3779
H 0.0376 -4.4113 -4.0471
*
```

Calculated values
DFT total energy (eV): -174372.5931
LUMO (eV): -3.323
Max |F| (hartree/bohr): 0.1324
Gap between HOMO and LUMO (eV): 6.26